a | ORCA calculation (wB97M-V/def2-TZVPD) on the ion C3H9N2O2 with charge +1.

```
16
Properties=species:S:1:pos:R:3:nbo_charge:R:1
C -2.661 0.158 0.443 -0.637
C -1.295 -0.484 -0.102 -0.052
O -0.314 0.585 -0.284 -0.436
C 0.940 0.341 -0.305 0.767
N 1.734 1.362 -0.574 -0.763
N 1.464 -0.756 0.066 -0.297
O 2.877 -0.593 0.243 -0.548
H -3.135 -0.109 1.345 0.245
H -2.488 1.230 0.469 0.240
H -3.440 -0.073 -0.369 0.237
H -1.423 -0.800 -1.107 0.205
H -0.811 -1.215 0.425 0.167
H 1.239 2.176 -0.876 0.441
H 2.818 1.241 -0.383 0.479
H 1.243 -1.668 0.371 0.441
H 3.253 -1.394 0.637 0.512
```

Summary:
Net charge ... +1
Frontier orbital gap ... 11.85 eV
HOMO level ... -15.215 eV
SMILES ... CCOC(=[NH2+])NO
E_LUMO ... -3.4 eV

b | ORCA calculation (wB97M-V/def2-TZVPD) on the ion C3H9N2O2 with charge +1.

```
16
Properties=species:S:1:pos:R:3:nbo_charge:R:1
C -0.840 1.662 0.051 -0.656
C -0.583 0.204 0.487 0.022
O -1.659 -0.515 -0.089 -0.226
O -1.295 -1.853 0.066 -0.503
C 0.644 -0.511 -0.035 0.584
N 1.537 -0.886 0.805 -0.686
N 0.776 -0.664 -1.326 -0.722
H -1.930 1.917 -0.297 0.278
H -0.124 1.996 -0.734 0.234
H -0.503 2.420 0.697 0.247
H -0.525 0.253 1.520 0.196
H -1.958 -2.494 -0.200 0.509
H 2.213 -1.529 0.440 0.422
H 1.317 -0.840 1.803 0.443
H 1.532 -1.184 -1.763 0.415
H 0.052 -0.688 -2.015 0.443
```

Summary:
Net charge ... +1
Frontier orbital gap ... 10.74 eV
HOMO level ... -14.339 eV
SMILES ... C[C@@H](OO)C(N)=[NH2+]
E_LUMO ... -3.6 eV

c | ORCA calculation (wB97M-V/def2-TZVPD) on the ion C3H9N2O2 with charge +1.

```
16
Properties=species:S:1:pos:R:3:nbo_charge:R:1
C 1.076 -0.355 1.013 -0.631
C 0.533 -0.013 -0.380 0.015
O 0.609 -1.134 -1.249 -0.303
O 1.840 -1.140 -1.959 -0.410
C -0.925 0.423 -0.314 0.556
N -1.247 1.483 0.388 -0.715
N -1.795 -0.302 -0.963 -0.698
H 0.463 -1.122 1.484 0.232
H 1.123 0.521 1.653 0.221
H 2.086 -0.746 0.902 0.255
H 1.123 0.804 -0.819 0.244
H 2.183 -2.042 -1.845 0.486
H -2.203 1.806 0.458 0.429
H -0.543 2.013 0.879 0.437
H -2.783 -0.095 -0.990 0.427
H -1.442 -1.085 -1.506 0.456
```

Summary:
Net charge ... +1
Frontier orbital gap ... 11.02 eV
HOMO level ... -14.389 eV
SMILES ... C[C@@H](OO)C(N)=[NH2+]
E_LUMO ... -3.4 eV

Which is the most stable structure? c is the most stable.

a | ORCA calculation (wB97M-V/def2-TZVPD) on a cluster of 2 separate species, C3H9N2O2 in total.

```
16
Properties=species:S:1:pos:R:3:nbo_charge:R:1
C 2.035 -0.456 0.321 0.768
C -2.219 1.730 -0.836 -0.681
C -1.100 0.774 -1.194 0.205
N 0.937 -1.661 1.910 -0.489
N -0.583 0.072 -0.262 -0.736
O 1.742 -1.638 0.697 -0.305
O 2.502 -0.208 -0.803 -0.543
H -2.069 2.012 0.192 0.223
H -3.129 1.148 -0.866 0.245
H -2.218 2.478 -1.569 0.235
H -0.964 0.492 -2.205 0.188
H 1.263 -2.290 2.660 0.393
H 0.086 -2.039 1.721 0.370
H 2.113 0.461 0.938 0.229
H -0.973 0.120 0.728 0.355
H 2.576 -0.992 -1.432 0.543
```

Summary:
Net charge ... +1
Frontier orbital gap ... 9.19 eV
HOMO level ... -13.506 eV
E_LUMO ... -4.3 eV

b | ORCA calculation (wB97M-V/def2-TZVPD) on the ion C3H9N2O2 with charge +1.

```
16
Properties=species:S:1:pos:R:3:nbo_charge:R:1
C -0.107 -1.390 -0.541 -0.445
N 0.254 -0.095 0.071 0.003
C 0.370 -0.259 1.517 -0.441
O 1.487 0.254 -0.584 -0.550
C -0.718 0.900 -0.137 0.722
N -0.573 1.969 -0.824 -0.681
O -2.200 0.590 0.554 -0.636
H -1.026 -1.686 -0.251 0.274
H -0.336 -1.414 -1.605 0.259
H 0.482 -2.209 -0.243 0.250
H 1.275 0.252 1.647 0.252
H -0.607 -0.061 1.943 0.318
H 0.689 -1.294 1.783 0.245
H 1.983 -0.431 -1.033 0.525
H 0.177 2.075 -1.502 0.434
H -1.152 2.800 -0.794 0.473
```

Summary:
Net charge ... +1
Frontier orbital gap (alpha / beta) ... 9.48 / 9.48 eV
HOMO level (alpha / beta) ... -14.014 / -14.015 eV
SMILES ... C[N+](C)(O)C(N)=O
E_LUMO (alpha / beta) ... -4.5 / -4.5 eV

Which is the most stable structure? a is the most stable.

a | ORCA calculation (wB97M-V/def2-TZVPD) on the molecule C8H8O3.

```
19
Properties=species:S:1:pos:R:3:nbo_charge:R:1
C -1.217 1.982 0.133 -0.631
C -0.688 0.665 -0.061 -0.104
C -1.468 -0.486 -0.160 0.271
O -2.850 -0.335 0.008 -0.710
C -1.016 -1.844 -0.120 -0.243
C 0.340 -2.095 0.081 -0.244
C 1.135 -0.930 0.041 0.222
C 0.627 0.362 -0.111 0.230
O 1.700 1.148 -0.361 -0.491
C 2.839 0.366 0.088 0.219
O 2.433 -0.964 -0.151 -0.479
H -0.543 2.802 -0.079 0.230
H -1.696 2.057 1.187 0.232
H -1.933 2.212 -0.581 0.225
H -3.267 -0.499 -0.847 0.477
H -1.818 -2.535 -0.281 0.222
H 0.712 -2.998 0.468 0.226
H 3.828 0.657 -0.456 0.201
H 2.881 0.435 1.205 0.148
```

Summary:
Frontier orbital gap ... 8.55 eV
HOMO level ... -7.759 eV
SMILES ... Cc1c(O)ccc2c1OCO2
E_LUMO ... 0.8 eV

b | ORCA calculation (wB97M-V/def2-TZVPD) on the molecule C8H8O3.

```
19
Properties=species:S:1:pos:R:3:nbo_charge:R:1
C -2.920 0.803 -0.159 -0.699
C -1.949 -0.355 -0.049 0.529
O -2.694 -1.411 0.210 -0.579
C -0.516 -0.248 0.101 -0.153
C 0.053 1.042 0.124 -0.215
C 1.457 1.122 0.210 0.294
O 2.002 2.460 -0.001 -0.692
C 2.124 -0.047 0.081 -0.295
C 1.588 -1.385 0.047 0.308
O 2.536 -2.305 -0.032 -0.653
C 0.268 -1.405 0.055 -0.244
H -3.873 0.286 -0.514 0.262
H -2.694 1.736 -0.747 0.222
H -3.088 1.066 1.113 0.240
H -0.318 2.012 0.334 0.241
H 2.837 2.410 -0.419 0.482
H 3.250 -0.171 0.165 0.224
H 2.197 -3.205 -0.276 0.496
H -0.258 -2.404 -0.243 0.232
```

Summary:
Frontier orbital gap ... 8.95 eV
HOMO level ... -9.210 eV
SMILES ... CC(=O)c1cc(O)cc(O)c1
E_LUMO ... -0.3 eV

c | ORCA calculation (wB97M-V/def2-TZVPD) on the molecule C8H8O3.

```
19
Properties=species:S:1:pos:R:3:nbo_charge:R:1
C 3.579 -0.022 -0.278 -0.663
C 2.208 -0.482 0.145 0.801
O 1.859 -1.303 0.820 -0.540
O 1.324 0.423 -0.345 -0.520
C -0.025 0.384 -0.049 0.255
C -0.775 1.553 0.057 -0.265
C -2.133 1.482 0.301 -0.188
C -2.784 0.337 0.111 -0.258
C -2.044 -0.821 -0.014 0.258
O -2.816 -1.990 -0.145 -0.634
C -0.722 -0.756 -0.187 -0.270
H 4.357 -0.904 0.190 0.223
H 3.604 0.072 -1.219 0.204
H 3.872 0.983 0.355 0.248
H -0.260 2.599 0.232 0.228
H -2.713 2.565 0.414 0.221
H -4.004 0.459 0.162 0.235
H -2.309 -2.584 -0.363 0.444
H -0.219 -1.995 -0.187 0.219
```

Summary:
Frontier orbital gap ... 9.64 eV
HOMO level ... -8.852 eV
SMILES ... CC(=O)Oc1cccc(O)c1
E_LUMO ... 0.8 eV

Which is the most stable structure? a is the most stable.

a | ORCA calculation (wB97M-V/def2-TZVPD) on the ion C2H6N3O with charge +1.

```
12
Properties=species:S:1:pos:R:3:nbo_charge:R:1
C -0.539 -0.341 -0.732 0.600
C 0.771 0.309 1.238 0.086
N 0.564 1.866 -0.389 -0.126
N 0.092 -0.600 0.354 -0.606
N -1.019 -1.211 -1.513 -0.779
O 0.516 1.586 0.884 -0.266
H 0.573 0.310 2.282 0.232
H 1.779 -0.176 1.089 0.207
H -0.077 2.656 -0.456 0.346
H -0.087 -1.458 0.801 0.413
H -1.355 -0.826 -2.468 0.470
H -1.219 -2.114 -1.091 0.424
```

Summary:
Net charge ... +1
Frontier orbital gap (alpha / beta) ... 7.94 / 9.70 eV
HOMO level (alpha / beta) ... -14.234 / -14.744 eV
E_LUMO (alpha / beta) ... -6.3 / -5.0 eV

b | ORCA calculation (wB97M-V/def2-TZVPD) on a structure of composition C2H6N3O.

```
12
Properties=species:S:1:pos:R:3:nbo_charge:R:1
C -1.547 0.720 -1.920 0.325
C -0.173 -0.576 0.937 0.205
N 0.869 -1.001 1.686 -0.338
N 0.614 0.307 0.304 -0.321
N 1.676 0.003 1.146 -0.233
O -0.426 1.095 -1.935 -0.532
H -1.968 0.153 -0.935 0.074
H -2.247 0.795 -2.825 0.170
H -1.168 -0.916 0.656 0.265
H 1.210 -1.792 2.200 0.462
H 0.523 1.027 -0.391 0.478
H 2.637 0.187 1.077 0.446
```

Summary:
Net charge ... +1
Frontier orbital gap ... 10.94 eV
HOMO level ... -14.603 eV
E_LUMO ... -3.7 eV

Which is the most stable structure? b is the most stable.